# 1
Formula: C8H15IS2
Source: OMol25
Level of theory: ωB97M-V/def2-TZVPD

XYZ file:
```
26
Properties=species:S:1:pos:R:3:forces:R:3:lowdin_charge:R:1
C -5.10910 1.82562 -0.18511 2.113 1.258 0.713 -0.146
C -4.09894 1.03920 -0.40783 4.138 0.419 -0.943 -0.833
C 1.78822 -0.47607 0.93404 -0.243 -0.077 0.264 -0.219
C 0.28009 -0.39482 1.47611 1.677 -2.501 2.220 -0.227
C 1.96905 -1.40992 -0.27944 0.457 4.059 -0.979 -0.273
C -0.44986 0.85547 1.03963 -3.214 1.964 1.734 -0.312
C 3.39872 -1.58424 -0.86026 0.328 1.733 2.222 -0.576
C -0.94539 0.98305 -0.42434 2.529 -1.017 -0.723 -0.725
S 4.13264 -0.23027 -1.81473 0.471 0.582 0.907 0.688
S -2.15116 2.18198 -0.90551 -2.729 -1.275 1.149 0.719
I -3.71079 -1.02292 -0.48454 -0.797 0.733 -0.138 0.873
H -6.07745 1.48934 -0.16114 -2.265 -0.672 0.304 0.027
H -4.81055 2.83037 0.16368 -0.640 -0.308 -0.760 0.072
H 2.03971 0.57649 0.72873 0.209 -0.384 -0.321 0.100
H 2.55889 -0.81505 1.66342 -0.878 0.222 0.123 0.107
H 0.38004 -0.53030 2.68872 -0.452 1.008 -2.823 0.146
H -0.33010 -1.37399 1.27141 1.039 1.817 -0.240 0.124
H 1.29578 -0.93718 -1.09402 0.816 -1.576 0.945 0.130
H 1.78086 -2.37310 0.04850 -1.384 -2.006 0.289 0.077
H -0.00853 1.89092 1.28783 -0.021 -1.842 -0.053 0.128
H -1.41938 0.84556 1.70543 1.470 0.187 -1.202 0.122
H 3.20144 -2.28674 -1.58435 0.500 -2.305 -1.309 0.019
H 4.18976 -1.85529 -0.06958 -1.379 0.016 -1.243 0.102
H -0.01043 1.19389 -1.05991 -1.306 -0.078 0.575 0.091
H -1.27981 0.01264 -0.81133 0.084 0.066 0.148 -0.041
H 3.38631 -0.43463 -2.86539 -0.523 -0.022 -0.859 -0.174
```
Positions in Å, forces in eV/Å.

As for the HOMO-LUMO gap: 8.5 eV.



# 2
Formula: C17H27O3Si
Source: OMol25
Level of theory: ωB97M-V/def2-TZVPD

XYZ file:
```
48
Properties=species:S:1:pos:R:3:forces:R:3:lowdin_charge:R:1
C 4.70534 -1.91203 3.11898 -0.002 0.235 0.090 -0.040
O 4.00699 -0.64601 3.12451 -1.363 -0.425 -0.034 -0.057
C 2.65574 -0.67127 2.99197 0.197 0.082 0.012 -0.226
C 2.00705 0.58685 2.86959 0.431 -0.323 -0.086 0.030
C 0.67887 0.64182 2.51959 0.013 -0.168 -0.219 0.001
C -0.05151 -0.55301 2.36493 -0.536 -0.447 -1.135 -0.201
C -1.41631 -0.48774 1.83675 -0.096 0.149 4.859 -0.088
O -2.20707 -1.50340 2.21610 1.398 1.042 -1.276 -0.069
C -3.48708 -1.23349 2.81585 -0.776 0.329 -0.209 0.001
C 0.54966 -1.80610 2.59813 0.164 0.387 0.095 0.021
C 1.88716 -1.85980 2.94173 0.350 -0.218 -0.151 0.015
H 5.75251 -1.61021 3.15879 -0.142 -0.300 0.002 0.101
H 4.43993 -2.51561 4.00040 0.122 0.257 -0.245 0.103
H 4.49794 -2.48103 2.19953 0.061 0.278 0.254 0.104
H 2.61509 1.47892 2.97853 -0.135 -0.070 -0.003 0.131
H 0.17641 1.59328 2.33066 0.273 -0.194 0.096 0.133
H -1.84805 0.53116 1.83373 0.014 -0.723 -0.502 0.161
H -3.89676 -2.21549 3.05286 0.073 0.181 -0.046 0.110
H -3.37332 -0.64565 3.73968 0.160 -0.213 -0.380 0.114
H -4.15032 -0.71518 2.10792 0.244 -0.179 0.286 0.092
H -0.03978 -2.71637 2.47442 0.254 0.258 0.101 0.137
H 2.36059 -2.83186 3.10327 -0.194 0.423 -0.073 0.117
C 2.71462 1.04452 -2.38390 0.099 0.068 -0.012 -0.151
Si 0.94977 1.27324 -2.92430 -0.165 -0.240 -0.250 0.441
C 0.18962 2.90087 -2.41935 0.075 0.086 0.037 -0.151
C 0.73644 0.97371 -4.75557 0.116 0.078 0.073 -0.153
O 0.13236 0.04469 -2.08501 -0.618 -0.273 0.367 -0.101
C -1.15088 0.00052 -1.69554 0.930 -0.057 1.001 -0.285
C -1.56552 -0.31850 -0.42335 0.268 0.365 -2.367 -0.031
C -3.03834 -0.23287 -0.33414 -1.219 -0.383 -0.101 -0.206
C -3.50734 0.26966 -1.72076 -0.235 0.453 -0.175 -0.140
C -2.28833 0.20347 -2.66372 -0.517 -0.351 0.082 -0.099
H 3.31471 1.92253 -2.66250 -0.072 -0.233 0.080 0.042
H 2.78635 0.90289 -1.29626 -0.014 0.080 -0.263 0.032
H 3.15173 0.16335 -2.87541 -0.099 0.223 0.145 0.043
H 0.86377 3.71110 -2.73868 -0.278 -0.125 0.133 0.045
H -0.78798 3.05831 -2.89962 0.288 -0.004 0.141 0.037
H 0.05827 2.96506 -1.32886 0.062 0.046 -0.279 0.038
H 1.25095 1.78631 -5.29292 -0.178 -0.282 -0.016 0.044
H 1.18796 0.01471 -5.05036 -0.119 0.295 0.039 0.044
H -0.32152 0.96850 -5.05589 0.302 0.047 0.051 0.033
H -0.86415 -0.76987 0.29814 -0.041 -0.121 -0.828 0.116
H -3.50172 -1.20389 -0.11673 0.025 0.127 0.101 0.121
H -3.39170 0.48516 0.41821 0.044 -0.201 0.005 0.102
H -4.35257 -0.31637 -2.10340 0.237 0.228 0.151 0.118
H -3.84200 1.31363 -1.61802 0.058 -0.370 -0.131 0.119
H -2.20411 1.08418 -3.31403 0.195 -0.157 0.280 0.111
H -2.38347 -0.67269 -3.33592 0.348 0.341 0.301 0.141
```
Positions in Å, forces in eV/Å.

As for the HOMO-LUMO gap: 7.0 eV. Its charge is +1.



# 3
Formula: C5H7NO2
Source: OMol25
Level of theory: ωB97M-V/def2-TZVPD

XYZ file:
```
15
Properties=species:S:1:pos:R:3:forces:R:3:lowdin_charge:R:1
C -1.16328 -1.09557 -0.03575 -2.173 -1.886 -3.095 -0.013
C -1.34982 0.54450 0.14929 -1.271 0.680 -3.369 -0.109
C 0.03880 0.90995 0.31392 4.275 0.350 3.084 -0.260
C 0.41804 -1.15284 0.14660 -0.907 1.807 -2.616 -0.430
C 1.55075 1.13173 0.03782 1.706 -0.585 1.527 -0.043
H -1.96103 -1.68010 0.50727 1.396 0.714 0.048 0.117
H -1.26680 -1.39526 -1.13749 -0.580 0.534 1.410 0.117
H -1.81011 0.90711 0.96273 -2.497 0.014 3.199 0.067
H -1.69320 1.24325 -0.67062 -0.624 -1.550 0.151 0.145
H 0.12237 0.72860 -0.74839 0.683 -1.148 -1.427 0.114
H 0.57999 -0.59600 -0.84782 -1.044 -1.374 0.559 0.120
H 2.08592 2.15991 -0.05644 -0.810 -2.202 -0.267 0.157
N 2.29583 0.02038 0.04971 0.813 1.695 -0.942 0.115
O 0.37076 -0.27600 1.16612 -0.777 3.065 1.241 -0.080
O 1.78178 -1.44967 0.16307 1.811 -0.115 0.497 -0.016
```
Positions in Å, forces in eV/Å.

As for the HOMO-LUMO gap: 9.0 eV. The SMILES is C1=NO[C@H]2CC[C@H]1O2.



# 4
Formula: C14H44N3O8
Source: OMol25
Level of theory: ωB97M-V/def2-TZVPD

XYZ file:
```
69
Properties=species:S:1:pos:R:3:forces:R:3:mulliken_spin:R:1
N 0.23483 -0.23929 -0.29656 0.898 0.210 0.322 0.372
H 0.42304 0.61750 0.20403 0.151 0.739 0.288 0.088
H 0.56968 -0.18760 -1.24803 -0.159 0.103 -0.597 -0.064
H -0.75835 -0.41913 -0.25977 -1.190 -0.238 -0.059 0.138
H 0.71380 -0.97504 0.20280 0.424 -0.624 0.243 0.048
C -3.00287 0.51547 2.16917 0.623 1.118 -0.684 -0.023
C -2.43150 -0.82798 1.85238 0.062 -1.693 2.161 0.099
C -3.36586 -1.94387 2.50662 0.645 0.244 -0.097 0.114
O -2.71944 -3.20574 2.66067 -0.135 0.358 0.186 -0.120
C -3.43815 -4.21320 3.38162 0.810 0.333 0.207 0.019
N -2.28324 -1.05664 0.44333 -0.987 0.263 -0.146 0.136
H -3.98550 0.65450 1.71837 -0.374 -0.145 0.408 -0.019
H -2.39888 1.26233 1.65392 0.182 0.140 -0.139 0.047
H -2.94722 0.80535 3.21844 -0.401 -0.368 0.042 -0.033
H -1.40778 -0.91419 2.21662 -0.086 -0.070 0.890 0.002
H -4.23493 -2.13442 1.87694 -0.293 0.427 -0.356 -0.002
H -3.74414 -1.52450 3.43889 0.102 -0.278 0.454 0.037
H -3.64678 -3.93004 4.41331 0.022 0.428 0.133 0.003
H -2.73015 -5.03947 3.44572 -0.266 -0.155 -0.193 -0.006
H -4.39010 -4.53487 2.95921 0.044 0.127 -0.535 -0.006
H -2.18229 -2.06147 0.42841 -0.039 -0.460 -0.881 0.004
H -3.22750 -0.82036 0.17379 -0.235 -0.398 -1.373 -0.092
C -2.69147 2.71745 -3.54667 0.553 0.066 -1.280 0.133
C -1.78691 2.20722 -2.43243 -1.323 1.084 -0.453 -0.262
C -0.43822 2.95203 -2.39676 -0.635 -2.297 -0.159 0.263
O 0.48437 2.22542 -1.55295 -0.994 1.278 -0.523 -0.169
C 1.79692 2.75202 -1.68042 -0.732 -0.278 0.733 0.763
N -2.61084 2.42906 -1.24118 0.508 -0.666 1.494 -0.033
H -2.35416 2.44343 -4.54629 0.252 0.055 -0.169 -0.128
H -2.75742 3.80516 -3.52155 -0.260 0.101 0.062 0.020
H -3.67495 2.25724 -3.45145 -0.035 0.195 0.134 -0.011
H -1.67775 1.15359 -2.68944 0.485 -0.159 0.797 0.146
H -0.61183 3.99818 -2.14470 0.364 0.098 0.307 -0.027
H -0.08331 2.84015 -3.42127 0.358 0.492 -0.235 0.018
H 1.82887 3.76040 -1.26780 0.118 0.316 -0.137 -0.064
H 2.07844 2.75276 -2.73344 0.476 -0.112 0.057 -0.015
H 2.37903 2.12282 -1.00710 0.516 0.011 -0.477 -0.105
H -3.23325 3.21673 -1.35206 0.296 0.438 -0.224 -0.002
H -3.27198 1.67500 -1.12126 0.144 -0.466 0.078 -0.026
C 1.82362 1.12196 3.38274 0.599 0.389 -0.687 0.175
C 0.88300 2.21361 2.75632 -0.230 -2.488 0.276 0.017
O 0.82811 2.03975 1.31920 0.552 0.684 1.009 -0.294
O 1.56763 -0.18937 2.90101 -1.303 0.688 -0.330 0.014
H 1.77918 1.09633 4.47153 -0.401 0.453 0.155 -0.038
H 2.85778 1.36772 3.14145 0.157 0.254 -0.112 0.023
H 1.12675 3.23016 3.06502 0.363 -0.087 -0.104 0.015
H -0.12057 1.97200 3.10641 -0.195 0.220 0.311 0.009
H 0.34279 2.81614 1.03060 -0.159 0.021 -0.677 0.064
H 2.38573 -0.68736 2.83536 0.322 0.053 0.352 0.115
C 1.48084 -1.73437 -3.21678 -0.736 1.912 -0.474 0.123
C 2.39703 -1.08322 -4.28856 -1.697 -1.127 -0.164 0.149
O 1.79551 -1.18972 -5.63055 0.859 -0.496 1.386 -0.205
O 0.36218 -0.84109 -2.98764 -0.007 0.130 0.158 -1.184
H 2.01515 -1.63668 -2.27175 0.248 -0.727 0.063 0.345
H 1.00687 -2.70275 -3.37707 0.952 -0.288 -0.268 -0.034
H 3.34331 -1.61762 -4.20451 0.217 0.148 -0.709 -0.018
H 2.50453 -0.05707 -3.93706 0.162 0.065 -0.359 0.183
H 1.52639 -0.35003 -6.01016 0.187 0.322 0.411 0.032
H -0.25316 -0.88866 -3.72296 -0.048 -0.090 -0.265 0.385
C 3.41228 -1.46978 0.66851 0.867 0.422 -0.174 0.556
C 4.40650 -1.92029 1.78214 -0.625 -0.438 -2.055 0.259
O 3.97224 -1.63922 3.07174 -0.367 0.783 0.696 -0.599
O 2.14106 -2.09263 0.58425 0.206 -0.282 0.578 -0.867
H 3.86250 -1.55028 -0.32089 0.625 -0.677 0.004 0.099
H 3.27374 -0.38865 0.67521 -0.234 0.201 0.773 0.257
H 5.33958 -1.41253 1.53795 0.193 0.148 0.016 -0.158
H 4.59145 -2.99448 1.78490 0.039 -0.198 -0.791 0.036
H 4.76793 -1.71721 3.60315 -0.104 0.105 0.642 0.152
H 2.15809 -2.83093 1.19762 -0.332 -0.318 0.063 0.145
```
Positions in Å, forces in eV/Å.

The expectation value of S² is 0.7506. As for the HOMO-LUMO gap (alpha / beta): 1.9 / 9.9 eV. Its multiplicity is 2.



Maximum force values, unit eV Å⁻¹, following the record order: 4.26 4.86 5.28 2.75.
Molar mass values, unit g mol⁻¹, following the record order: 302.25 307.49 113.12 382.52.
Relative energy (zero: lowest compared OMol25 entry of this formula, charge and spin) values, unit eV, following the record order: 0.000 2.028 13.526 0.316.